(1)
# C45H79Br26F5N2O3

14 unconnected molecules or ions with the total composition C45H79Br26F5N2O3 (wB97M-V/def2-TZVPD, the OMol25 dataset).

Its spin multiplicity is 1. The HOMO energy comes out at -9.316 eV. The value obtained for the orbital gap is 9.5 eV.

Last column: Mulliken charge in e.
CARTESIAN COORDINATES (ANGSTROEM)
H -0.827 4.011 -1.996  0.515
H 2.684 4.345 -7.620  0.177
Br -1.620 3.696 13.673  -0.130
H -4.053 2.058 2.680  0.396
H -0.578 -0.724 7.793  0.406
Br 1.814 -8.479 3.839  -0.167
H -1.696 1.537 3.480  -0.032
C -3.970 -4.694 1.439  -0.255
H 7.679 0.309 -2.215  0.431
Br -1.472 5.263 -8.255  -0.106
O 3.438 -1.142 -1.083  -0.374
C -0.407 -0.948 -2.880  -0.056
H -4.508 2.524 0.195  -0.314
Br -4.453 1.916 9.445  -0.146
Br -4.552 -2.841 1.300  -0.165
O -1.239 0.092 -2.344  -0.112
H -0.878 -1.541 -3.689  0.320
C 2.968 3.718 -8.462  -0.510
C -8.157 1.980 -0.112  -0.441
C -0.619 7.849 -7.374  -0.581
C -1.623 6.777 -7.040  -0.408
H 1.283 -0.288 5.371  0.277
H 3.489 0.382 0.382  0.174
Br 3.365 1.755 -6.428  0.063
C 3.737 2.591 -1.848  -1.120
C -1.774 -9.117 1.367  -0.687
C 0.599 1.410 1.979  0.933
C 1.099 -6.126 -1.531  -0.327
C -0.639 3.325 -2.857  1.614
H 8.493 -0.757 -4.453  -0.182
O -1.453 0.753 -4.406  -0.628
H 1.365 2.852 -4.962  0.065
H 6.534 -1.042 -2.086  0.379
H -1.515 6.386 -6.032  0.172
H -2.266 -9.850 2.005  0.450
H 2.587 -7.389 -0.640  0.455
C 3.466 3.117 -3.326  0.694
H -7.919 1.178 0.581  0.441
H 2.636 -1.633 0.814  0.374
H 1.639 -0.817 -2.664  0.130
Br -1.373 0.828 6.014  -0.111
Br -2.038 -9.765 -0.452  -0.164
H 2.011 -2.643 -0.615  -0.639
H -0.706 -9.136 1.559  0.277
C -2.482 1.739 15.578  -0.621
H -1.000 1.310 14.041  0.415
C 1.274 3.879 -4.541  0.386
C -1.615 1.998 9.815  -0.200
H -0.929 3.762 -4.995  0.363
H 1.519 4.598 -5.367  -0.322
Br 2.120 -6.105 6.647  -0.141
H 2.716 5.200 -3.449  0.438
H -8.759 4.072 -0.070  0.391
H 3.112 0.673 -2.695  0.074
Br -1.401 0.288 10.726  -0.137
C 8.089 -1.287 -3.593  -0.276
Br -2.103 -4.379 3.587  0.025
H -3.020 2.675 11.338  0.084
C -0.809 1.693 1.418  -0.608
N -1.809 2.422 -2.968  0.526
H 1.990 1.255 -1.434  -0.963
H -2.638 7.149 -7.173  0.366
C -1.048 1.954 -0.011  1.542
H -3.259 2.469 15.790  0.384
Br 0.171 -2.506 5.550  -0.095
C 7.137 -0.453 -2.774  -0.595
Br 5.901 0.532 -3.912  -0.086
C -3.768 -5.100 2.876  -0.691
C -1.899 1.720 2.409  -0.328
H 4.000 1.836 -8.838  0.396
H -2.869 0.738 15.767  0.368
H -9.369 -2.775 -1.292  0.367
Br 1.168 7.364 -6.764  -0.131
H 1.485 -0.947 -0.378  -0.120
F -3.837 1.719 -2.265  -0.280
C 1.141 -6.657 4.014  -0.337
C -1.479 1.067 -3.263  -0.034
Br 0.507 -4.268 -1.435  -0.002
H -2.865 3.741 9.928  0.387
C 3.921 2.615 -8.084  -0.622
Br -7.820 3.638 2.198  -0.165
F 0.643 1.527 3.340  -0.228
H 3.284 2.266 -4.028  -0.834
H 8.911 -1.648 -2.975  0.445
Br 13.066 0.179 -6.218  -0.131
H 0.301 -6.703 -1.084  -0.047
H 10.673 1.019 -7.717  0.418
C -1.939 1.840 14.177  -0.520
F 1.419 2.423 1.525  -0.292
C 11.343 -0.676 -6.525  -0.487
Br -6.506 2.442 -1.032  -0.111
H -2.439 -7.501 2.615  0.279
C 2.370 -1.640 -0.272  0.590
C -0.245 4.079 -4.178  -1.559
C 3.764 0.208 -0.683  -0.831
H -11.132 -1.870 -2.983  0.351
H -2.666 1.470 13.456  0.260
C -2.869 2.704 10.261  -0.383
C -9.162 -2.244 -2.217  -0.586
H 11.526 -1.411 -7.308  0.371
H -9.969 -0.591 -3.383  0.361
H 4.877 0.293 -0.789  0.435
H -0.856 8.773 -6.849  0.338
H 1.801 4.135 -2.341  0.433
H 3.393 4.342 -9.246  0.393
H 1.175 -6.379 -2.585  0.452
H 1.801 -1.166 6.823  0.420
C -2.790 2.582 -1.942  0.581
H 0.181 -6.721 4.520  0.388
H -3.069 -4.790 0.837  -0.016
H -8.815 1.599 -0.888  0.064
H -0.200 1.920 -0.718  -0.174
H -0.236 -1.660 -2.030  -0.308
F -3.316 3.850 -2.066  -0.369
Br -10.935 -0.285 -1.105  -0.147
H 11.077 -1.191 -5.606  0.279
Br -7.475 -1.299 -1.961  -0.088
C 10.306 0.323 -6.968  -0.658
C 2.262 4.179 -3.355  -0.905
H 1.087 -0.452 -4.213  0.175
H -1.595 1.793 8.748  -0.015
H 3.152 -5.912 4.388  0.445
H 4.375 3.660 -3.680  0.395
C -8.767 3.183 0.556  -0.541
H 3.299 3.288 -1.086  0.317
C 0.941 -0.854 6.234  -0.588
H 0.246 2.684 -2.579  -1.221
Br 3.911 -5.642 -1.774  -0.148
C -2.380 2.249 -0.498  0.536
C 3.075 1.175 -1.699  1.520
F 1.139 0.242 1.589  -0.215
H 0.988 -6.312 2.992  0.055
H -0.545 8.051 -8.439  0.382
H 4.912 3.017 -7.879  0.344
H 0.477 0.695 7.642  0.458
Br 1.322 3.004 -9.215  -0.124
Br -1.283 -6.364 0.753  -0.012
C -3.243 2.014 1.924  -1.105
C 2.385 -6.328 -0.775  -0.554
H -4.565 -4.763 3.534  0.499
H -4.769 -5.278 0.985  0.370
H -9.789 2.972 0.867  0.351
H 4.827 2.519 -1.630  0.376
H 2.394 -5.835 0.194  0.223
C -10.271 -1.308 -2.624  -0.575
H -0.732 2.577 10.086  0.393
H 9.424 -0.187 -7.354  0.338
C 2.129 -5.774 4.728  -0.360
H 1.853 -4.726 4.619  0.127
H -3.668 -6.182 2.959  0.144
Br 7.221 -2.894 -4.274  -0.136
C -0.036 -0.093 7.093  -0.731
H -3.378 -7.665 1.117  0.544
N 0.901 -0.404 -3.220  -0.122
Br 9.661 1.389 -5.471  -0.110
C -3.464 2.269 0.516  -0.330
H -8.962 -2.965 -3.008  0.329
Br -1.080 2.001 16.904  -0.136
H -0.382 5.182 -3.997  0.255
C -2.387 -7.755 1.556  -0.579



(2)
# C45H81N3O3PSbSiY

A molecular structure, C45H81N3O3PSbSiY (wB97M-V/def2-TZVPD, the OMol25 dataset).

Its spin multiplicity is 1. The HOMO energy comes out at -9.247 eV. The value obtained for the orbital gap is 6.6 eV. The value obtained for the relative energy (zero: lowest compared OMol25 entry of this formula, charge and spin) is 0.0 kcal per mole. The total charge is +1.

Last column: Mulliken charge in e.
CARTESIAN COORDINATES (ANGSTROEM)
H -4.147 -0.397 3.651  0.033
C -1.485 -2.005 3.106  0.209
C 2.947 2.851 1.771  2.886
C 0.383 -0.699 3.927  0.442
C 0.779 3.738 -0.395  2.964
H 4.571 1.374 1.733  0.525
H -4.012 -5.082 -2.482  0.473
H 1.624 -3.266 -3.360  0.351
H -3.013 2.042 -0.177  0.111
P -2.885 -0.882 -0.400  -2.471
H 2.113 5.442 -0.769  0.353
C -1.532 -3.028 -1.444  0.988
H 2.300 -1.579 3.530  0.163
N -3.921 -1.115 0.851  0.527
H 1.519 1.482 -5.070  0.441
H 0.886 -0.661 6.648  0.408
C 2.487 -3.309 -2.708  -0.940
H -5.496 -0.454 -1.193  0.293
H 3.718 1.376 -3.287  0.692
H -3.999 -3.201 1.156  -0.059
H -0.484 -5.100 2.180  0.495
H 1.087 2.436 2.853  0.025
H 4.685 3.517 -2.663  0.549
H -0.523 4.251 -2.045  0.689
H -2.095 1.866 -1.672  -0.835
C -0.986 -0.870 3.727  0.097
H -0.309 3.673 1.524  0.254
H -1.734 2.321 -4.340  0.367
H -1.683 -0.138 4.115  0.416
H 4.550 0.664 -0.333  0.252
H -1.484 -4.223 1.029  0.047
C -3.077 1.730 -1.222  0.592
C -1.883 1.267 -4.574  -1.245
H -5.819 1.864 -0.697  0.191
H -4.010 -2.665 -2.872  0.395
C -4.649 -2.329 1.228  -0.552
H 0.416 2.290 5.704  0.378
H 0.420 5.872 -0.534  0.492
H 5.322 2.239 -0.125  0.355
H 4.972 -2.883 1.819  0.536
H -6.193 -2.343 2.757  0.386
C -0.475 3.502 0.462  -1.703
H 5.545 -3.425 -0.369  0.456
H 4.798 3.812 1.091  0.313
H 1.108 3.838 -2.569  0.255
C 3.927 4.032 1.706  -1.715
H -0.839 1.062 5.824  0.485
H -6.223 1.879 -2.414  0.470
C 3.715 1.651 2.346  -1.597
H 4.657 -1.197 2.299  0.171
C -3.911 -2.995 -1.832  -0.631
H -1.777 -4.422 -3.086  0.492
H 4.240 4.355 -1.178  0.338
H -0.315 -2.549 -4.464  0.278
C -4.930 -0.555 2.910  -0.422
H -4.258 3.527 -1.557  0.441
H -0.950 -3.131 -0.529  -0.767
H -4.940 -0.115 -2.834  0.355
C -1.205 -4.289 2.081  -1.511
H -3.961 2.572 -3.008  0.350
H 3.464 4.939 1.320  0.274
Y 0.735 -0.293 0.057  -1.597
C 3.567 -4.102 -3.007  -0.642
H -2.552 -2.138 3.026  -0.108
H -0.910 -2.485 -2.151  -0.951
H -1.996 -2.022 -4.272  0.282
C -5.146 -2.061 2.659  -0.880
H -4.856 -2.796 -1.326  0.358
C 3.591 -2.561 -0.681  0.770
H 1.388 4.156 2.593  0.434
C 1.230 -1.673 3.394  -0.551
C 0.727 -2.787 2.730  -0.676
H 1.412 5.428 0.846  0.398
H -4.591 -2.657 3.382  0.356
H -0.574 1.917 4.297  0.342
H 2.317 3.279 3.799  0.643
C -1.979 -4.386 -2.015  -0.765
C 2.467 -2.513 -1.547  -0.015
C 0.327 3.585 -1.852  -1.796
H 1.414 -3.543 2.363  0.340
C 4.684 -4.147 -2.162  -1.178
C -4.174 2.511 -1.941  -0.844
C 4.819 -1.865 1.458  -2.190
O 2.684 -1.066 0.912  1.286
N -2.795 -2.318 -1.167  1.439
C -1.014 -1.732 -4.643  -1.305
H -2.100 -4.572 2.637  0.412
H -0.843 2.477 0.348  -0.087
H -5.505 -2.490 0.565  0.613
N -3.519 0.322 -1.321  1.034
C -4.912 0.242 -1.801  -0.384
H 5.429 1.407 -1.671  0.626
H 1.728 0.921 4.180  -0.820
H 4.096 1.903 3.343  0.586
C 3.488 2.297 -1.334  3.215
O 1.418 -1.761 -1.318  1.130
H -3.763 0.826 1.668  0.026
C 0.953 0.427 4.771  1.459
H 3.049 4.128 -2.454  0.343
C 1.217 5.196 -0.200  -1.795
H -1.442 -5.213 -1.552  0.411
H 3.081 0.767 2.440  -0.192
C 1.137 0.468 -5.158  -1.480
H 4.295 4.255 2.714  0.541
Sb -0.352 0.069 -3.676  0.201
C -4.501 0.029 1.561  -0.052
H 2.410 -0.855 5.781  0.339
C 3.626 -1.801 0.548  0.806
O -1.487 -0.454 0.019  0.664
C -3.488 -4.456 -1.761  -0.953
H -0.003 2.561 -2.059  -0.311
C -0.076 1.480 5.164  -1.923
C 3.880 3.655 -1.931  -1.785
C 1.866 3.201 2.802  -2.094
H -1.279 4.177 0.141  0.617
C -5.428 1.676 -1.699  -0.769
H -1.079 -1.549 -5.714  0.630
H 3.556 -4.697 -3.912  0.507
H 5.532 -4.770 -2.407  0.420
C -0.644 -2.997 2.617  0.727
H 1.965 -0.228 -5.035  0.412
H 2.807 0.382 -2.151  0.094
Si 2.114 2.374 0.060  -0.081
H 2.063 0.657 6.618  0.465
H -3.692 -4.842 -0.761  0.220
H 2.046 1.786 -2.906  -0.306
C 2.976 1.415 -2.480  -1.601
C 4.766 1.616 -0.824  -2.309
H -2.854 0.951 -4.195  0.159
H 5.724 -1.563 0.929  0.469
H -5.828 -0.066 3.282  0.445
C 1.620 -0.145 6.027  -1.666
C 4.684 -3.388 -1.022  -1.156
H -1.857 1.131 -5.654  0.698
H 0.689 0.331 -6.141  0.540
H -5.363 0.433 1.017  0.204



> Look up the orbital gap of the second one.

6.6 eV



> Which of these has the lowest orbital gap?

C45H81N3O3PSbSiY